Below is C24H50BClF4IrP2Si2 as an isolated structure in a non-equilibrium geometry, with properties calculated with wB97M-V/def2-TZVPD.

Each line ends with the Löwdin charge.
Atoms and positions in Å:
Ir (0.44685, 0.05383, -0.11760)  1.34
C (-1.14965, 0.22190, -2.30361)  -0.19
C (-0.67390, 1.48034, -1.90621)  -0.32
C (0.76077, 1.34660, -1.65757)  -0.33
Si (-1.82652, 2.93707, -1.64915)  0.53
C (1.12474, -0.03694, -1.94629)  -0.39
C (-0.10843, -0.71331, -2.38232)  -0.33
Si (-0.40864, -2.49277, -2.88256)  0.53
H (-2.19119, -0.00246, -2.51206)  0.09
H (1.46728, 2.16586, -1.58068)  0.10
H (2.13078, -0.37712, -2.16237)  0.11
Cl (3.64253, 0.00880, 4.13006)  0.04
C (-2.09798, -2.66392, -3.68607)  -0.17
C (0.90695, -3.15018, -4.05161)  -0.16
C (-3.47779, 2.59929, -2.47993)  -0.18
C (-1.10742, 4.54051, -2.31224)  -0.17
H (0.65470, -2.81158, -5.05779)  0.03
H (0.91321, -4.24136, -4.05318)  0.03
H (1.90635, -2.79289, -3.81350)  0.02
H (-2.88220, -2.38871, -2.97919)  0.03
H (-2.25873, -3.69269, -4.01403)  0.03
H (-2.16194, -2.00373, -4.55290)  0.04
H (-1.25017, 4.54640, -3.39410)  0.03
H (-0.04405, 4.64687, -2.10890)  0.02
H (-1.63424, 5.40014, -1.89528)  0.03
H (-3.32265, 2.40063, -3.54219)  0.04
H (-4.13888, 3.46188, -2.37582)  0.03
H (-3.95595, 1.72805, -2.02924)  0.03
C (-0.43614, -3.38566, -1.21442)  -0.39
C (-2.08627, 2.95938, 0.23091)  -0.39
P (0.70987, -2.59665, -0.02036)  1.00
H (-0.19685, -4.43607, -1.35457)  0.03
H (-1.44707, -3.31394, -0.81091)  0.06
P (-0.59335, 2.39916, 1.13219)  1.02
H (-2.90155, 2.27088, 0.45696)  0.05
H (-2.38206, 3.95738, 0.54356)  0.03
C (-1.00811, 2.68433, 2.94364)  -0.51
C (0.59386, 3.80640, 0.84742)  -0.54
C (2.38183, -3.06138, -0.71600)  -0.53
C (0.65232, -3.76924, 1.45216)  -0.52
C (-0.19145, -3.13971, 2.51121)  -0.17
H (1.67359, -3.75524, 1.85598)  0.10
C (0.08636, -5.16632, 1.27417)  -0.11
H (-0.97743, -5.13812, 1.00299)  0.08
H (0.14925, -5.65892, 2.25254)  0.09
H (0.64188, -5.74607, 0.54206)  0.05
H (0.14495, -2.11465, 2.60414)  0.04
H (-0.18651, -3.63835, 3.49254)  0.10
H (-1.22540, -3.17566, 2.18832)  0.06
H (2.36993, -2.61847, -1.72460)  0.07
C (2.64373, -4.56938, -0.85356)  -0.11
C (3.49014, -2.39283, 0.10971)  -0.12
H (1.86794, -5.11511, -1.40417)  0.06
H (2.79431, -5.04771, 0.12362)  0.08
H (3.57722, -4.68310, -1.41948)  0.08
H (3.46972, -1.30347, 0.01572)  0.05
H (4.46177, -2.75154, -0.25031)  0.08
H (3.40814, -2.63318, 1.17909)  0.07
H (0.68837, 3.85982, -0.24833)  0.07
C (1.96816, 3.45912, 1.44204)  -0.12
C (0.11383, 5.17507, 1.35470)  -0.11
H (-0.87731, 5.46707, 0.98839)  0.06
H (0.82329, 5.92973, 0.99157)  0.08
H (0.11954, 5.22444, 2.45129)  0.08
H (2.43717, 2.61825, 0.92348)  0.05
H (1.89605, 3.19282, 2.50483)  0.07
H (2.62596, 4.33186, 1.35064)  0.08
C (-1.36798, 1.36348, 3.60470)  -0.15
C (-2.18488, 3.60136, 3.26425)  -0.12
H (-0.05133, 3.01238, 3.39727)  0.11
H (-3.13000, 3.18613, 2.88474)  0.08
H (-2.04712, 4.61045, 2.88024)  0.05
H (-2.26900, 3.63062, 4.35847)  0.08
H (-2.30396, 1.01530, 3.17702)  0.06
H (-1.55836, 1.43723, 4.70026)  0.11
H (-0.60963, 0.61789, 3.38227)  0.04
C (1.78863, 0.10417, 1.49145)  -0.40
H (2.79345, 0.43082, 1.14138)  0.00
H (1.36881, 0.75930, 2.27390)  -0.04
H (1.78150, -0.91568, 1.91316)  -0.05
F (-0.65521, -0.26184, 1.48148)  -0.59
B (-2.50747, -1.33852, 3.37760)  -0.80
F (-1.24505, -1.38762, 3.85314)  0.18
F (-3.47373, -0.78554, 4.06736)  0.28
F (-2.66850, -1.79917, 2.09794)  0.19

Energy relative to the best compared isomer or geometry (same formula, charge and spin), kcal per mole: 56.0
Calculated total energy, eV: -86939.83548
2S+1: 6
Frontier orbital gap (alpha / beta), eV: 5.31 / 4.63
Charge: 0

=====

Below is a 4-piece molecular cluster, C24H50BF5O3 overall in a non-equilibrium geometry, with properties calculated with wB97M-V/def2-TZVPD.

Each line ends with the Löwdin charge.
Atoms and positions in Å:
O (3.48411, -0.80789, 2.84392)  -0.14
C (3.39836, 0.44897, 2.75191)  -0.71
O (4.27688, 1.20646, 3.26586)  -0.19
B (2.06657, 1.08688, 1.98005)  -0.65
O (1.59234, 0.05214, 0.99698)  -0.10
C (0.96794, 1.37493, 3.19703)  -0.15
C (-0.11623, 2.42539, 2.83699)  -0.22
C (-1.31881, 1.89138, 2.02740)  -0.09
C (-2.31428, 1.03921, 2.80232)  -0.41
F (-3.47360, 0.99564, 2.04625)  0.05
F (-2.66690, 1.57881, 3.98865)  0.11
C (-1.91157, -0.46373, 3.02045)  -0.58
F (-1.04271, -0.84523, 2.13315)  0.21
F (-3.01594, -1.24260, 2.85783)  0.11
F (-1.50129, -0.70862, 4.24879)  0.18
H (2.32544, 2.13676, 1.39855)  0.08
H (1.33892, 0.46160, 0.16320)  0.01
H (1.56331, 1.76588, 4.04080)  0.09
H (0.57430, 0.40022, 3.52215)  0.08
H (-0.45091, 2.92076, 3.76896)  0.09
H (0.38524, 3.20254, 2.23851)  0.09
H (-0.99646, 1.40774, 1.09807)  0.13
H (-1.89325, 2.77950, 1.69937)  0.12
C (4.31815, 1.87715, -5.88290)  -0.12
C (4.38312, 0.48690, -5.25892)  -0.28
C (3.11190, 0.10022, -4.50497)  -0.23
C (2.77441, 0.98659, -3.30381)  -0.23
C (3.86225, 1.07263, -2.23343)  -0.26
C (4.17224, -0.26806, -1.58012)  -0.10
H (4.20507, 2.65320, -5.12456)  0.06
H (5.23551, 2.08943, -6.43772)  0.06
H (3.47879, 1.95218, -6.57945)  0.07
H (5.25207, 0.42077, -4.59939)  0.10
H (4.54877, -0.24519, -6.05693)  0.10
H (3.20080, -0.93891, -4.17586)  0.10
H (2.26526, 0.12323, -5.20218)  0.10
H (1.85512, 0.61023, -2.84456)  0.11
H (2.54161, 1.99936, -3.65213)  0.10
H (3.52853, 1.76512, -1.45629)  0.11
H (4.77972, 1.50044, -2.65382)  0.09
H (3.27714, -0.68491, -1.11302)  0.07
H (4.92473, -0.14215, -0.80123)  0.08
H (4.55998, -0.99312, -2.30454)  0.05
C (-6.65233, 1.46033, 2.82784)  -0.11
C (-6.38851, 2.70118, 1.98343)  -0.26
C (-7.27409, 3.88931, 2.35871)  -0.23
C (-8.77567, 3.66879, 2.16240)  -0.24
C (-9.19542, 3.29080, 0.74257)  -0.28
C (-8.87898, 4.36972, -0.28827)  -0.12
H (-7.67252, 1.09014, 2.69517)  0.06
H (-5.97051, 0.65940, 2.54248)  0.06
H (-6.49816, 1.67198, 3.88839)  0.08
H (-6.50489, 2.45634, 0.92356)  0.10
H (-5.34432, 2.99313, 2.11505)  0.10
H (-6.95584, 4.76226, 1.78035)  0.10
H (-7.09759, 4.14521, 3.40858)  0.11
H (-9.30224, 4.58402, 2.45653)  0.10
H (-9.12242, 2.89100, 2.84951)  0.10
H (-10.27539, 3.11165, 0.73792)  0.10
H (-8.72704, 2.34949, 0.44406)  0.10
H (-9.37388, 5.30974, -0.03173)  0.07
H (-9.22918, 4.06496, -1.27679)  0.07
H (-7.80660, 4.55473, -0.36227)  0.07
C (4.51248, -3.31242, 0.85162)  -0.09
C (5.14963, -4.52102, 0.16814)  -0.28
C (4.87472, -4.57960, -1.33490)  -0.24
C (3.40009, -4.71471, -1.71729)  -0.23
C (2.68735, -5.93236, -1.13230)  -0.27
C (3.27537, -7.26058, -1.60052)  -0.13
H (3.42503, -3.33059, 0.77686)  0.08
H (4.76722, -3.29439, 1.91029)  0.07
H (4.86926, -2.38268, 0.40828)  0.07
H (4.81122, -5.44250, 0.65590)  0.09
H (6.23417, -4.47783, 0.31834)  0.10
H (5.44243, -5.41280, -1.76804)  0.09
H (5.26998, -3.67215, -1.80320)  0.10
H (3.32680, -4.75159, -2.81134)  0.10
H (2.86205, -3.81353, -1.41204)  0.10
H (1.63554, -5.89338, -1.43177)  0.10
H (2.69693, -5.89090, -0.04073)  0.10
H (3.23587, -7.34127, -2.69035)  0.07
H (2.70905, -8.09623, -1.18133)  0.06
H (4.31369, -7.37543, -1.28450)  0.06

Calculated total energy, eV: -46106.59656
Frontier orbital gap, eV: 2.67
Charge: -2